*A*
This record from the Open Molecules 2025 dataset describes a 2-piece molecular cluster, C4H10N2O overall. The level of theory is ωB97M-V/def2-TZVPD.

Summary:
**Kohn-Sham gap**: 9.598 eV
**Net charge**: 0
**SMILES string**: [H]/N=C/NO.C=CC
**E_HOMO**: -9.00 eV
**LUMO level**: 0.6 eV

Last column: natural (NBO) charge in e.
Cartesian coordinates (Å):
O  2.626  -0.464  1.112  -0.537
N  1.181  -1.954  -1.456  -0.620
N  1.552  -0.298  0.161  -0.366
C  -2.175  0.067  0.718  -0.445
C  0.984  -1.511  -0.271  0.256
C  -1.080  0.688  0.275  -0.228
C  -1.115  2.055  -0.337  -0.656
H  -0.608  2.020  -1.308  0.206
H  -0.566  2.757  0.299  0.213
H  1.877  0.249  -0.638  0.368
H  0.140  0.318  0.579  0.258
H  0.804  -2.900  -1.547  0.352
H  -2.162  -0.933  1.143  0.184
H  -3.174  0.474  0.565  0.179
H  -2.131  2.446  -0.464  0.205
H  3.309  -0.947  0.611  0.458
H  0.538  -2.068  0.560  0.172

=====

*B*
This record from the Open Molecules 2025 dataset describes C4H10N2O as an isolated structure. The level of theory is ωB97M-V/def2-TZVPD.

Summary:
**Kohn-Sham gap**: 8.588 eV
**Net charge**: 0
**E_HOMO**: -7.88 eV
**LUMO level**: 0.7 eV

Last column: natural (NBO) charge in e.
Cartesian coordinates (Å):
O  -0.431  -1.587  -1.179  -0.719
N  -0.314  1.568  0.768  -0.758
N  -1.999  0.002  0.568  -0.840
C  1.559  -0.507  -0.455  -0.228
C  -0.877  0.474  1.205  0.282
C  0.574  -1.418  -0.261  0.063
C  1.403  0.688  -1.241  -0.697
H  2.365  -0.514  0.271  0.196
H  0.354  1.948  1.431  0.365
H  0.648  1.402  -0.390  0.297
H  -1.295  -1.596  -0.721  0.482
H  -2.462  0.680  -0.025  0.403
H  0.687  -2.212  0.471  0.158
H  -2.622  -0.589  1.095  0.390
H  -0.611  -0.032  2.132  0.173
H  0.692  0.579  -2.056  0.221
H  2.328  1.114  -1.613  0.212

=====

The energy of each structure relative to the most stable one, in kcal/mol, is as follows: *A* 45.2; *B* 0.0.

=====

*A*
This record from the Open Molecules 2025 dataset describes a single C4H10N2O molecule. The level of theory is ωB97M-V/def2-TZVPD.

Summary:
**Kohn-Sham gap**: 10.166 eV
**Net charge**: 0
**SMILES string**: CCNC(=O)CN
**E_HOMO**: -9.30 eV
**LUMO level**: 0.9 eV

Last column: natural (NBO) charge in e.
Cartesian coordinates (Å):
O  -0.165  -0.475  -2.333  -0.625
N  2.357  -0.794  -1.322  -0.827
N  -1.218  -0.410  -0.336  -0.620
C  -0.107  -0.491  -1.114  0.657
C  -0.895  1.494  1.288  -0.624
C  -1.193  -0.012  1.074  -0.216
C  1.213  -0.820  -0.418  -0.327
H  0.137  1.708  1.422  0.208
H  -2.107  -0.307  -0.792  0.399
H  1.103  -1.818  -0.038  0.208
H  -2.193  -0.214  1.445  0.202
H  1.447  -0.150  0.410  0.202
H  -1.317  2.050  0.457  0.215
H  -0.478  -0.618  1.619  0.199
H  2.041  -1.012  -2.260  0.381
H  2.797  0.115  -1.310  0.355
H  -1.422  1.753  2.208  0.212

=====

*B*
This record from the Open Molecules 2025 dataset describes a 2-piece molecular cluster, C4H10N2O overall. The level of theory is ωB97M-V/def2-TZVPD.

Summary:
**Kohn-Sham gap**: 9.660 eV
**Net charge**: 0
**SMILES string**: [H]/N=N/C.C/C=C/O
**E_HOMO**: -8.71 eV
**LUMO level**: 0.9 eV

Last column: natural (NBO) charge in e.
Cartesian coordinates (Å):
O  1.674  -0.457  -0.328  -0.716
N  -2.237  -0.610  -1.389  -0.348
N  -2.166  -0.496  -2.610  -0.127
C  -0.793  -0.399  -3.002  -0.495
C  1.172  0.130  1.857  -0.272
C  0.931  0.255  0.571  0.135
C  0.574  0.807  3.065  -0.630
H  1.119  1.678  3.389  0.217
H  0.023  -0.885  -2.384  0.234
H  -0.459  1.356  2.813  0.196
H  1.951  -0.665  2.182  0.173
H  -0.682  0.757  -2.883  0.220
H  -3.206  -0.779  -1.158  0.310
H  -0.656  -0.652  -4.185  0.207
H  0.295  1.023  0.288  0.187
H  2.144  -1.260  -0.079  0.495
H  0.316  0.196  3.854  0.215

=====

*C*
This record from the Open Molecules 2025 dataset describes a single C4H10N2O molecule. The level of theory is ωB97M-V/def2-TZVPD.

Summary:
**Kohn-Sham gap**: 9.333 eV
**Net charge**: 0
**SMILES string**: NCCNCC=O
**E_HOMO**: -8.52 eV
**LUMO level**: 0.8 eV

Last column: natural (NBO) charge in e.
Cartesian coordinates (Å):
O  0.683  2.352  -1.410  -0.486
N  1.414  -2.064  0.301  -0.827
N  -0.577  0.495  0.750  -0.662
C  0.021  -1.792  -0.112  -0.251
C  -0.295  2.492  -0.771  0.451
C  -0.218  -0.388  -0.467  -0.245
C  -0.416  1.918  0.707  -0.304
H  -1.052  -0.472  -1.311  0.183
H  -0.293  -2.473  -0.939  0.186
H  -1.337  2.613  -1.026  0.107
H  0.699  0.121  -0.821  0.210
H  1.912  -2.423  -0.475  0.354
H  -0.168  -0.087  1.478  0.377
H  -0.712  -1.976  0.764  0.187
H  -1.421  2.435  1.232  0.169
H  1.251  -2.886  0.912  0.352
H  0.511  2.136  1.189  0.199

=====

*D*
This record from the Open Molecules 2025 dataset describes a single C4H10N2O molecule. The level of theory is ωB97M-V/def2-TZVPD.

Summary:
**Kohn-Sham gap**: 9.154 eV
**Net charge**: 0
**SMILES string**: CN(C)CC(N)=O
**E_HOMO**: -8.42 eV
**LUMO level**: 0.7 eV

Last column: natural (NBO) charge in e.
Cartesian coordinates (Å):
O  -1.421  -0.828  0.875  -0.587
N  -1.979  -0.803  -1.407  -0.851
N  0.857  0.538  0.548  -0.428
C  1.683  1.692  0.425  -0.411
C  -1.242  -0.557  -0.322  0.658
C  -0.081  0.425  -0.582  -0.318
C  1.698  -0.647  0.702  -0.407
H  2.626  1.584  1.122  0.200
H  -2.100  -0.065  -2.145  0.418
H  2.134  -0.767  1.714  0.208
H  1.140  2.558  0.769  0.196
H  -2.591  -1.607  -1.269  0.412
H  2.033  2.002  -0.574  0.166
H  1.186  -1.523  0.332  0.204
H  -0.573  1.324  -0.835  0.211
H  0.434  0.007  -1.481  0.170
H  2.579  -0.520  0.036  0.158

=====

The energy of each structure relative to the most stable one, in kcal/mol, is as follows: *A* 0.0; *B* 90.8; *C* 70.7; *D* 28.1.

=====

*A*
This record from the Open Molecules 2025 dataset describes C4H10N2O as an isolated structure. The level of theory is ωB97M-V/def2-TZVPD.

Summary:
**Kohn-Sham gap**: 9.520 eV
**Net charge**: 0
**E_HOMO**: -8.56 eV
**LUMO level**: 1.0 eV

Last column: natural (NBO) charge in e.
Cartesian coordinates (Å):
O  1.307  1.973  -0.939  -0.563
N  -0.435  -1.931  0.725  -0.879
N  0.697  -0.706  -0.868  -0.642
C  -0.263  0.647  1.324  -0.797
C  0.493  -0.922  0.493  0.215
C  0.119  1.631  -0.964  0.436
C  -0.251  0.227  -1.480  -0.325
H  -0.134  0.212  -2.567  0.232
H  -0.060  0.257  2.328  0.212
H  -0.706  2.364  -0.930  0.127
H  0.114  1.662  1.458  0.217
H  1.417  -1.073  1.048  0.196
H  -1.348  0.570  1.195  0.197
H  -1.283  -0.022  -1.228  0.196
H  -1.198  -1.944  0.060  0.390
H  1.621  -0.290  -1.000  0.384
H  -0.089  -2.653  1.345  0.401

=====

*B*
This record from the Open Molecules 2025 dataset describes C4H10N2O as an isolated structure. The level of theory is ωB97M-V/def2-TZVPD.

Summary:
**Kohn-Sham gap**: 9.716 eV
**Net charge**: 0
**E_HOMO**: -8.89 eV
**LUMO level**: 0.8 eV

Last column: natural (NBO) charge in e.
Cartesian coordinates (Å):
O  -0.790  0.568  -0.705  -0.575
N  -2.458  -0.813  0.143  -0.690
N  -1.137  -1.348  0.400  -0.285
C  -0.925  1.640  0.185  -0.301
C  -0.248  -0.569  -0.182  0.469
C  2.262  0.025  0.181  -0.634
C  1.285  -1.074  -0.308  -0.460
H  0.106  2.471  0.320  0.199
H  -3.124  -1.668  -0.388  0.351
H  -1.352  1.131  1.417  0.226
H  1.506  -1.696  -1.388  0.236
H  1.998  1.082  -0.214  0.208
H  1.321  -1.938  0.418  0.244
H  2.218  0.255  1.321  0.219
H  -2.192  -0.127  -0.670  0.357
H  3.320  -0.131  -0.043  0.223
H  -1.790  2.191  -0.488  0.213

=====

The energy of each structure relative to the most stable one, in kcal/mol, is as follows: *A* 0.0; *B* 75.2.

=====

*A*
This record from the Open Molecules 2025 dataset describes a single C4H10N2O molecule. The level of theory is ωB97M-V/def2-TZVPD.

Summary:
**Kohn-Sham gap**: 9.591 eV
**Net charge**: 0
**SMILES string**: CN(C)CC(N)=O
**E_HOMO**: -8.73 eV
**LUMO level**: 0.9 eV

Last column: natural (NBO) charge in e.
Cartesian coordinates (Å):
O  0.695  -2.477  -0.014  -0.594
N  0.210  1.054  0.461  -0.433
N  -1.302  -1.563  -0.459  -0.850
C  0.054  -1.483  -0.236  0.687
C  0.608  -0.013  -0.478  -0.317
C  -1.123  1.663  0.266  -0.422
C  1.142  2.227  0.561  -0.416
H  0.270  0.087  -1.517  0.184
H  1.676  -0.139  -0.273  0.227
H  -1.970  -0.852  -0.668  0.392
H  -1.356  2.260  -0.636  0.171
H  -1.709  -2.470  -0.294  0.396
H  0.752  3.121  0.088  0.187
H  -1.807  0.826  0.276  0.181
H  1.388  2.334  1.612  0.206
H  -1.353  2.257  1.159  0.207
H  2.059  1.924  0.059  0.195

=====

*B*
This record from the Open Molecules 2025 dataset describes a 2-piece molecular cluster, C4H10N2O overall. The level of theory is ωB97M-V/def2-TZVPD.

Summary:
**Kohn-Sham gap**: 3.539 eV
**Net charge**: 0
**E_HOMO**: -7.80 eV
**LUMO level**: -4.3 eV

Last column: natural (NBO) charge in e.
Cartesian coordinates (Å):
O  -1.770  -0.605  -2.733  -0.555
N  0.249  0.625  -1.734  -0.480
N  -1.075  1.170  2.070  -0.497
C  -0.659  -0.068  -3.108  0.133
C  0.149  0.763  2.466  -0.045
C  0.437  -0.410  -0.761  -0.472
C  0.760  -0.473  2.674  -0.288
H  0.175  -0.712  -3.450  0.138
H  -1.700  0.348  2.254  0.324
H  -0.516  -0.980  -0.303  0.212
H  0.860  1.596  2.699  0.180
H  1.775  -0.333  3.053  0.201
H  1.224  -0.153  0.022  0.238
H  -0.493  1.126  -1.237  0.355
H  0.932  -1.312  -1.206  0.200
H  -0.670  0.865  -3.756  0.138
H  0.323  -1.446  3.048  0.217

=====

*C*
This record from the Open Molecules 2025 dataset describes a single C4H10N2O molecule. The level of theory is ωB97M-V/def2-TZVPD.

Summary:
**Kohn-Sham gap**: 10.150 eV
**Net charge**: 0
**SMILES string**: CN(C)C(=O)CN
**E_HOMO**: -9.23 eV
**LUMO level**: 0.9 eV

Last column: natural (NBO) charge in e.
Cartesian coordinates (Å):
O  2.190  -0.131  0.001  -0.589
N  0.029  -0.958  0.081  -0.462
N  0.120  2.258  1.000  -0.848
C  1.006  0.058  0.087  0.682
C  0.437  1.469  -0.182  -0.313
C  -1.427  -0.538  0.277  -0.447
C  0.282  -2.166  -0.684  -0.426
H  1.126  2.050  -0.717  0.207
H  0.262  -3.079  -0.074  0.206
H  0.780  2.361  1.749  0.370
H  -2.063  -0.222  -0.566  0.196
H  -1.284  0.174  1.069  0.236
H  -0.376  -2.133  -1.612  0.192
H  0.042  3.214  0.604  0.352
H  -1.979  -1.452  0.669  0.210
H  -0.516  1.146  -0.623  0.203
H  1.371  -2.050  -1.079  0.233

=====

*D*
This record from the Open Molecules 2025 dataset describes a single C4H10N2O molecule. The level of theory is ωB97M-V/def2-TZVPD.

Summary:
**Kohn-Sham gap**: 9.801 eV
**Net charge**: 0
**SMILES string**: CNCCNC=O
**E_HOMO**: -8.81 eV
**LUMO level**: 1.0 eV

Last column: natural (NBO) charge in e.
Cartesian coordinates (Å):
O  1.116  -0.180  2.680  -0.588
N  1.039  1.174  0.895  -0.645
N  -0.032  -0.689  -0.885  -0.638
C  -0.396  1.151  0.749  -0.225
C  -0.577  -1.122  -2.184  -0.401
C  1.693  0.283  1.713  0.523
C  -0.857  -0.213  0.221  -0.244
H  2.709  0.048  1.405  0.124
H  -1.003  -0.841  1.106  0.208
H  -1.050  -0.181  -2.488  0.191
H  0.241  -1.394  -2.839  0.202
H  -0.961  1.361  1.705  0.190
H  0.492  -1.501  -0.558  0.348
H  -1.285  -1.940  -2.143  0.168
H  -1.841  0.044  -0.215  0.186
H  1.520  2.033  0.681  0.397
H  -0.809  1.968  0.157  0.203

=====

The energy of each structure relative to the most stable one, in kcal/mol, is as follows: *A* 0.0; *B* 181.2; *C* 12.8; *D* 7.6.

=====

*A*
This record from the Open Molecules 2025 dataset describes a 2-piece molecular cluster, C4H4 overall. The level of theory is ωB97M-V/def2-TZVPD.

Summary:
**Kohn-Sham gap**: 11.620 eV
**Net charge**: 0
**SMILES string**: C#C.C#C
**E_HOMO**: -10.49 eV
**LUMO level**: 1.1 eV

Last column: natural (NBO) charge in e.
Cartesian coordinates (Å):
C  1.547  2.590  -1.233  -0.276
C  0.800  1.807  -0.645  -0.258
C  -1.805  -1.804  0.871  -0.286
C  -0.706  -2.376  0.966  -0.275
H  -3.007  -1.713  1.135  0.279
H  0.158  1.177  0.021  0.260
H  0.409  -2.723  0.504  0.283
H  2.603  3.043  -1.621  0.274

=====

*B*
This record from the Open Molecules 2025 dataset describes a 2-piece molecular cluster, C4H4 overall. The level of theory is ωB97M-V/def2-TZVPD.

Summary:
**Kohn-Sham gap**: 10.836 eV
**Net charge**: 0
**SMILES string**: C#C.C#C
**E_HOMO**: -9.81 eV
**LUMO level**: 1.0 eV

Last column: natural (NBO) charge in e.
Cartesian coordinates (Å):
C  -1.077  0.520  -0.002  -0.261
C  2.169  0.005  0.135  -0.269
C  -2.021  -0.238  0.003  -0.279
C  1.075  -0.535  -0.115  -0.238
H  -0.387  1.387  -0.193  0.278
H  -2.947  -0.838  0.364  0.268
H  3.056  0.659  0.013  0.249
H  0.132  -0.960  -0.204  0.252

=====

The energy of each structure relative to the most stable one, in kcal/mol, is as follows: *A* 14.9; *B* 0.0.